{
  "formula": "C15H19ClN2O4",
  "method": "ωB97M-V/def2-TZVPD",
  "orbital_gap_ev": 8.588,
  "e_lumo_ev": -0.171,
  "relative_energy_kj_mol": 1503.21,
  "species": ["C", "C", "O", "C", "C", "H", "H", "H", "C", "N", "C", "O", "C", "H", "O", "C", "O", "C", "C", "C", "C", "C", "C", "H", "H", "Cl", "N", "H", "H", "H", "H", "C", "H", "H", "H", "H", "H", "H", "H", "H", "H"],
  "coordinates": [[-2.188, -2.787, 1.516], [-2.450, -1.434, 0.857], [-3.375, -1.533, -0.208], [-3.901, -0.437, -0.794], [-4.941, -0.912, -2.008], [-5.391, 0.093, -2.258], [-5.888, -1.413, -1.261], [-4.520, -1.331, -2.740], [-2.800, 0.379, -1.425], [-1.725, 0.510, -0.291], [-1.565, 2.006, 0.168], [-2.162, 2.882, -0.415], [-0.443, 1.785, 1.154], [-0.189, 3.119, 1.348], [0.704, 1.185, 0.927], [1.714, 1.806, 0.664], [1.844, 2.856, 0.354], [2.885, 0.861, 0.396], [4.177, 1.552, -0.318], [5.165, 0.700, -0.380], [5.067, -0.705, -0.228], [3.854, -1.140, 0.586], [2.863, -0.319, 0.715], [1.916, -0.797, 1.277], [3.950, -2.110, 0.453], [6.571, -1.702, -0.414], [6.312, 0.974, -1.118], [6.441, 2.320, -1.178], [7.066, 0.577, -0.959], [4.122, 2.454, -0.440], [-0.880, 1.759, 2.172], [-1.389, -0.711, 0.208], [-0.629, -0.469, 1.168], [-0.892, -1.437, -0.447], [-3.079, 1.266, -1.704], [-2.249, -0.031, -2.096], [-4.401, 0.228, -0.162], [-3.071, -0.778, 1.910], [-3.156, -3.246, 1.791], [-1.665, -2.548, 2.359], [-1.697, -3.474, 0.820]]
}